# 1
{
  "formula": "CH4N2O",
  "method": "ωB97M-V/def2-TZVPD",
  "smiles": "[H]/N=[N+](/C)[O-]",
  "e_above_lowest_ev": 4.499,
  "gap_ha": [0.3831, 0.3832],
  "total_charge": 0,
  "symbols": ["H", "N", "N", "C", "O", "H", "H", "H"],
  "coordinates": [[1.19, 1.30, -1.56], [1.01, 0.47, -0.84], [-0.05, 0.42, -0.26], [-0.19, -0.69, 0.62], [-1.03, 1.40, -0.34], [0.66, -1.07, 1.01], [-0.62, -1.43, 0.00], [-0.97, -0.41, 1.35]],
  "nbo_charge": [0.364, -0.372, 0.295, -0.439, -0.543, 0.229, 0.227, 0.239]
}

=====

# 2
{
  "formula": "CH4N2O",
  "method": "ωB97M-V/def2-TZVPD",
  "smiles": "[H]/N=C\\NO",
  "e_above_lowest_ev": 4.643,
  "gap_ha": 0.3839,
  "total_charge": 0,
  "symbols": ["H", "N", "C", "N", "O", "H", "H", "H"],
  "coordinates": [[0.82, 1.27, -0.53], [1.56, 0.42, -0.17], [0.78, -0.34, 0.41], [-0.67, -0.25, 0.44], [-1.18, 0.24, -0.70], [1.22, -1.42, 0.70], [-0.99, -1.19, 0.26], [-1.53, 1.28, -0.41]],
  "nbo_charge": [0.312, -0.599, 0.217, -0.354, -0.553, 0.166, 0.349, 0.461]
}

=====

# 3
{
  "formula": "CH4N2O",
  "method": "ωB97M-V/def2-TZVPD",
  "smiles": "[H]/N=C\\NO",
  "e_above_lowest_ev": 3.204,
  "gap_ha": 0.4035,
  "total_charge": 0,
  "symbols": ["H", "N", "C", "N", "O", "H", "H", "H"],
  "coordinates": [[-0.70, -1.43, -0.06], [-1.40, -0.72, 0.01], [-0.81, 0.43, -0.03], [0.60, 0.60, 0.19], [1.24, -0.63, -0.16], [-1.31, 1.42, -0.12], [0.88, 1.29, -0.55], [1.50, -0.96, 0.72]],
  "nbo_charge": [0.344, -0.656, 0.231, -0.343, -0.578, 0.173, 0.352, 0.477]
}

=====

# 4
{
  "formula": "CH4N2O2",
  "method": "ωB97M-V/def2-TZVPD",
  "smiles": "[H]/N=N/[H].O=CO",
  "e_above_lowest_ev": 1.251,
  "gap_ha": 0.3757,
  "total_charge": 0,
  "symbols": ["H", "N", "N", "H", "O", "C", "O", "H", "H"],
  "coordinates": [[-1.26, -1.48, -0.29], [-1.71, -0.58, -0.55], [-2.14, -0.01, 0.46], [-2.60, 0.88, 0.20], [2.09, -0.99, -0.09], [1.62, 0.00, 0.38], [1.21, 1.06, -0.30], [1.47, 0.19, 1.45], [1.32, 0.92, -1.26]],
  "nbo_charge": [0.309, -0.309, -0.303, 0.305, -0.582, 0.647, -0.678, 0.115, 0.497]
}

=====

# 5
{
  "formula": "CH4N2O2",
  "method": "ωB97M-V/def2-TZVPD",
  "e_above_lowest_ev": 4.590,
  "gap_ha": [0.2819, 0.2818],
  "total_charge": 0,
  "symbols": ["C", "N", "N", "O", "O", "H", "H", "H", "H"],
  "coordinates": [[0.46, 0.27, -0.41], [-0.31, -0.19, 0.60], [-1.22, -0.35, -1.98], [-2.02, -0.75, -1.23], [-1.14, -0.29, -3.19], [0.38, 1.35, -0.52], [0.94, -0.37, -1.03], [-1.01, 0.39, 0.91], [-0.55, -1.27, 0.66]],
  "nbo_charge": [-0.067, -0.701, 0.372, -0.427, -0.429, 0.211, 0.217, 0.397, 0.426]
}

=====

# 6
{
  "formula": "CH4N2O2",
  "method": "ωB97M-V/def2-TZVPD",
  "smiles": "NC(=O)NO",
  "e_above_lowest_ev": 2.136,
  "gap_ha": 0.3654,
  "total_charge": 0,
  "symbols": ["N", "C", "O", "N", "O", "H", "H", "H", "H"],
  "coordinates": [[0.61, 1.01, -0.12], [0.69, -0.39, -0.03], [1.71, -0.95, 0.03], [-0.52, -0.96, -0.22], [-1.54, -0.21, 0.00], [-0.10, 1.50, -0.60], [1.41, 1.70, 0.22], [-0.65, -2.11, -0.09], [-1.61, 0.42, 0.81]],
  "nbo_charge": [-0.910, 0.742, -0.605, -0.319, -0.561, 0.393, 0.413, 0.379, 0.470]
}

=====

# 7
{
  "formula": "CH4N2O2",
  "method": "ωB97M-V/def2-TZVPD",
  "e_above_lowest_ev": 1.880,
  "gap_ha": 0.3769,
  "total_charge": 0,
  "symbols": ["C", "N", "O", "O", "N", "H", "H", "H", "H"],
  "coordinates": [[-0.75, 0.09, -0.12], [1.66, 0.12, 0.19], [-0.93, -1.20, 0.14], [-1.64, 0.95, -0.42], [0.42, 0.69, -0.13], [-1.87, -1.40, 0.06], [-0.37, 1.66, -0.42], [1.64, -0.25, 1.14], [1.86, -0.65, -0.44]],
  "nbo_charge": [0.826, -0.641, -0.660, -0.699, -0.513, 0.510, 0.476, 0.351, 0.352]
}

=====

# 8
{
  "formula": "CH4N2O2",
  "method": "ωB97M-V/def2-TZVPD",
  "smiles": "NN(O)C=O",
  "e_above_lowest_ev": 2.832,
  "gap_ha": 0.3607,
  "total_charge": 0,
  "symbols": ["N", "N", "O", "C", "O", "H", "H", "H", "H"],
  "coordinates": [[0.85, 0.58, -0.84], [-0.08, -0.11, -0.03], [0.04, -1.49, -0.32], [-0.88, 0.24, 1.01], [-1.14, 1.40, 1.19], [0.57, 1.54, -0.82], [1.71, 0.36, -0.35], [0.17, -1.70, -1.23], [-1.24, -0.81, 1.39]],
  "nbo_charge": [-0.653, -0.027, -0.585, 0.485, -0.605, 0.388, 0.362, 0.488, 0.146]
}

=====

The records above yield total energy values of -6126.0086, -6125.8645, -6127.3039, -8175.4346, -8172.0951, -8174.5492, -8174.8058, -8173.8539 eV, respectively.